Arrangement A

41
Properties=species:S:1:pos:R:3 method="wB97M-V/def2-TZVPD" total_charge=0 smiles="CC[C@H](C)[C@H](N)C(=O)N[C@H](C(=O)O)[C@@H](C)CC" homo_ev=-9.75
C 3.606 -1.234 -3.301
C 2.152 -0.866 -2.878
C 1.438 -1.501 -1.599
C 0.913 -2.832 -2.187
C 0.336 -0.752 -0.983
N -0.691 -0.503 -2.056
C 0.850 0.421 -0.299
O 1.955 1.004 -0.498
N -0.172 1.172 0.377
C -1.479 0.736 0.839
C -2.536 1.512 0.143
O -3.434 2.178 0.684
O -2.542 1.229 -1.208
C -1.552 0.572 2.414
C -0.673 -0.507 2.971
C -1.066 1.965 2.866
C -1.825 2.595 4.152
H 3.545 -2.305 -3.542
H 4.330 -0.981 -2.519
H 4.029 -0.703 -4.246
H 1.649 -1.242 -3.744
H 1.812 0.266 -2.854
H 2.248 -1.745 -0.804
H -0.141 -2.628 -2.743
H 1.682 -3.212 -2.888
H 0.879 -3.334 -1.234
H -0.221 -1.288 -0.170
H -0.956 -1.511 -2.294
H -0.253 -0.047 -2.769
H 0.313 2.029 0.591
H -1.590 -0.167 0.310
H -1.783 0.679 -1.395
H -2.680 0.413 2.695
H -0.345 -0.133 4.116
H -1.412 -1.524 3.124
H 0.312 -0.688 2.214
H 0.099 1.913 3.106
H -1.194 2.749 1.980
H -1.320 2.162 5.180
H -1.491 3.604 4.275
H -2.795 2.501 4.172

Arrangement B

41
Properties=species:S:1:pos:R:3 method="wB97M-V/def2-TZVPD" total_charge=0 smiles="CC(C)C[C@H](NC(=O)[C@@H](N)CC(C)C)C(=O)O" homo_ev=-8.83
C -3.360 0.161 -2.844
C -2.070 -0.819 -2.836
C -2.337 -2.381 -2.907
C -1.346 -0.287 -1.627
C -0.044 -0.978 -1.244
N 0.037 -1.446 0.147
C 0.038 -0.985 1.351
O 0.268 -1.659 2.353
C -0.452 0.571 1.439
N -1.928 0.489 1.705
C 0.316 1.260 2.556
C 1.830 1.484 2.160
C 2.198 2.671 1.386
C 2.431 1.603 3.535
C 1.194 -0.226 -1.525
O 2.188 -0.281 -0.737
O 1.320 0.148 -2.757
H -4.338 -0.573 -3.278
H -3.579 0.619 -1.757
H -3.020 0.999 -3.680
H -1.401 -0.594 -3.856
H -3.013 -2.582 -2.040
H -1.439 -3.096 -2.912
H -2.667 -2.696 -3.941
H -1.193 0.857 -1.498
H -1.852 -0.501 -0.762
H -0.001 -1.885 -1.819
H 0.691 -2.326 0.247
H -0.285 1.068 0.527
H -2.158 -0.046 2.549
H -2.433 1.415 1.687
H -0.034 2.239 2.758
H 0.205 0.550 3.428
H 2.183 0.511 1.730
H 1.725 2.867 0.362
H 3.292 2.464 1.178
H 2.121 3.803 1.814
H 2.500 0.522 3.954
H 1.821 2.222 4.270
H 3.411 2.182 3.346
H 2.101 0.574 -2.815

Arrangement C

41
Properties=species:S:1:pos:R:3 method="wB97M-V/def2-TZVPD" total_charge=0 smiles="CC[C@H](C)[C@H](N)C(=O)N[C@H](C(=O)O)[C@@H](C)CC" homo_ev=-9.56
C 3.720 -1.636 0.366
C 2.646 -0.821 1.086
C 2.392 0.586 0.503
C 1.513 1.398 1.462
C 1.941 0.540 -0.971
N 1.740 1.927 -1.557
C 0.710 -0.324 -1.250
O 0.758 -1.533 -1.279
N -0.481 0.264 -1.625
C -1.521 0.652 -0.662
C -1.437 2.107 -0.125
O -2.286 2.603 0.624
O -0.488 2.904 -0.678
C -1.802 -0.449 0.430
C -2.718 0.008 1.599
C -2.363 -1.717 -0.172
C -3.765 -1.705 -0.748
H 4.673 -1.109 0.320
H 3.924 -2.581 0.886
H 3.303 -1.929 -0.610
H 2.947 -0.741 2.142
H 1.649 -1.298 1.076
H 3.366 1.128 0.441
H 0.483 0.969 1.563
H 1.342 2.447 1.168
H 1.940 1.379 2.492
H 2.792 0.056 -1.469
H 1.747 1.749 -2.580
H 2.590 2.480 -1.331
H -0.933 -0.442 -2.260
H -2.446 0.682 -1.288
H 0.172 2.429 -1.203
H -0.773 -0.683 0.818
H -2.269 0.773 2.247
H -2.924 -0.903 2.200
H -3.652 0.380 1.138
H -2.295 -2.452 0.680
H -1.615 -2.127 -0.864
H -3.950 -0.969 -1.562
H -4.166 -2.687 -1.026
H -4.466 -1.356 0.021

arrangement C takes first place; second place is 369.4 kJ/mol up.

Arrangement A

8
Properties=species:S:1:pos:R:3 method="wB97M-V/def2-TZVPD" total_charge=0 smiles="N#[N+][O-].C=N" homo_ev=-10.15
N 1.524 -2.312 -0.129
N 1.871 -1.519 -0.826
O 2.167 -0.606 -1.493
C -0.875 0.650 0.638
N -1.639 1.071 -0.272
H -0.438 1.088 1.485
H -0.637 -0.372 0.740
H -1.972 1.999 -0.144

Arrangement B

8
Properties=species:S:1:pos:R:3 method="wB97M-V/def2-TZVPD" total_charge=0 smiles="N#[N+][O-].C=N" homo_ev=-10.25
N -0.369 -0.263 -3.874
N 0.202 0.176 -3.012
O 0.877 0.602 -2.141
C -0.283 -0.687 -0.196
N -0.649 0.129 0.688
H 0.667 -1.087 -0.634
H -1.065 -1.202 -0.692
H 0.170 0.579 1.065

arrangement A takes first place; second place is 7.6 kJ/mol up.

Arrangement A

16
Properties=species:S:1:pos:R:3 method="wB97M-V/def2-TZVPD" total_charge=+1 homo_ev=-15.12
C -0.985 2.607 -0.891
C -0.509 0.493 -0.356
C 1.798 -0.532 -0.073
C -0.270 -1.579 0.897
C 0.199 -0.728 -0.192
N -0.256 1.647 -1.073
O -2.150 2.174 0.152
S -1.964 0.673 0.494
H -1.206 3.580 -1.090
H 2.326 -1.460 -0.428
H 1.977 -0.480 0.932
H 2.102 0.293 -0.786
H 0.075 -1.179 1.833
H -0.003 -2.682 0.775
H -1.353 -1.530 0.943
H 0.218 -1.297 -1.136

Arrangement B

16
Properties=species:S:1:pos:R:3 method="wB97M-V/def2-TZVPD" total_charge=+1 homo_ev=-14.62
C 1.092 1.215 0.620
C 1.673 0.753 1.746
C -0.125 -0.693 0.937
C -1.207 -1.656 0.683
C -0.306 0.609 -2.185
N 0.113 0.374 0.191
O -0.849 0.757 -0.894
S 0.957 -0.736 2.251
H 1.299 2.121 0.080
H 2.470 1.191 2.317
H -1.274 -1.904 -0.377
H -1.062 -2.564 1.263
H -2.166 -1.211 0.961
H -1.118 0.944 -2.831
H -0.071 -0.436 -2.417
H 0.574 1.237 -2.345

arrangement B takes first place; second place is 97.4 kJ/mol up.